1.
The following is a DFT calculation (ωB97M-V/def2-TZVPD) of a cluster of 14 separate species, C84H98Cl7N14 in total at a distorted geometry.

## Properties
LUMO, eV: -12.352
Orbital gap, Eh: 0.0593
Net charge: +7
E_HOMO, eV: -13.97
Spin multiplicity: 1

Geometry as XYZ:
```
203
C84H98Cl7N14 ωB97M-V/def2-TZVPD
C 0.51419 1.13237 0.51428
N 0.05447 2.48766 0.11980
C 0.23007 2.95234 -1.15691
C -0.11375 4.22555 -1.47842
C -0.68946 5.14114 -0.52363
C -0.89558 4.61829 0.82059
C -0.44600 3.29708 1.07747
C -1.05330 6.47070 -0.88871
C -0.78639 7.47302 0.13892
C -1.16345 8.79876 -0.01044
N -1.75208 9.27185 -1.19826
C -2.04947 8.33596 -2.12526
C -1.64571 6.99790 -1.99627
C -1.85316 10.70574 -1.50645
H -0.32746 0.44010 0.53602
H 0.96484 1.14842 1.50663
H 1.26638 0.78725 -0.19509
H 0.71777 2.30646 -1.87202
H 0.24499 4.67382 -2.39316
H -1.30473 5.15844 1.66156
H -0.35222 2.74530 2.00113
H -0.43365 7.21313 1.12605
H -0.97232 9.59969 0.68840
H -2.48806 8.67580 -3.05184
H -1.94292 6.24352 -2.70970
H -0.84754 10.83043 -1.90803
H -1.97176 11.24073 -0.56421
H -2.68984 10.83855 -2.19233
C 3.01038 10.09292 8.34972
N 2.83940 8.65498 7.96696
C 1.61283 8.16303 7.52728
C 1.45747 6.85376 7.16058
C 2.50192 5.91278 7.24501
C 3.79160 6.45182 7.56262
C 3.90277 7.85040 7.97864
C 2.33546 4.48924 6.77181
C 1.58413 4.19344 5.63259
C 1.31898 2.86443 5.27153
N 1.79182 1.82260 6.04785
C 2.65734 2.05884 7.07221
C 2.97312 3.37484 7.43095
C 1.63837 0.42060 5.64038
H 3.29252 10.07023 9.40232
H 2.04800 10.57444 8.17633
H 3.73426 10.69228 7.79758
H 0.79228 8.85393 7.40172
H 0.48085 6.68048 6.73327
H 4.68273 5.84995 7.46247
H 4.88777 8.15342 8.30167
H 1.33540 5.01671 4.97931
H 0.91340 2.60985 4.30349
H 2.90408 1.26214 7.75835
H 3.63754 3.58318 8.25650
H 0.81948 0.34509 4.92496
H 1.38081 -0.16224 6.52473
H 2.58142 0.04951 5.23909
C -4.71821 -5.16673 -4.75990
N -3.98892 -4.81490 -3.47350
C -3.62888 -3.51049 -3.39080
C -3.11688 -3.04583 -2.18033
C -3.19053 -3.87692 -1.02513
C -3.59028 -5.25915 -1.22609
C -3.91038 -5.70961 -2.45678
C -2.82567 -3.40424 0.30129
C -1.80588 -2.43779 0.40309
C -1.45540 -1.97340 1.69541
N -2.01084 -2.48355 2.75897
C -2.97655 -3.46329 2.71016
C -3.43906 -3.81121 1.50923
C -1.55531 -2.07817 4.10369
H -4.98371 -6.21330 -4.61053
H -4.08827 -5.10356 -5.64719
H -5.53060 -4.44962 -4.87767
H -3.63201 -2.93252 -4.30313
H -2.89673 -1.99389 -2.28693
H -3.62952 -5.91800 -0.37123
H -4.18244 -6.73209 -2.67343
H -1.23628 -2.13384 -0.46269
H -0.56513 -1.38988 1.87797
H -3.36275 -3.68021 3.69515
H -4.31366 -4.42661 1.35835
H -0.86442 -2.86638 4.40285
H -2.42115 -1.93775 4.75077
H -0.97794 -1.15823 4.19556
C -5.80841 -19.19658 -5.48990
N -5.36357 -20.43245 -4.79591
C -4.34990 -20.24358 -3.95294
C -3.91942 -21.32326 -3.15408
C -4.54674 -22.55024 -3.23494
C -5.57165 -22.70445 -4.22395
C -6.05438 -21.60860 -4.94122
C -3.96416 -23.75593 -2.54995
C -2.63556 -23.98557 -2.57671
C -2.08624 -25.09098 -1.99414
N -2.91574 -25.99993 -1.38547
C -4.23287 -25.84468 -1.37925
C -4.79754 -24.65059 -1.81846
C -2.32592 -27.08503 -0.66018
H -4.92352 -18.63929 -5.79728
H -6.50625 -18.64487 -4.86002
H -6.16065 -19.45968 -6.48730
H -3.93751 -19.24546 -3.94337
H -3.14235 -21.13614 -2.42775
H -6.11148 -23.63925 -4.19031
H -6.70223 -21.76295 -5.79143
H -2.07053 -23.33422 -3.22700
H -1.05714 -25.40269 -1.89321
H -4.87078 -26.51854 -0.82664
H -5.75180 -24.48445 -1.34078
H -1.61004 -27.55392 -1.33528
H -3.00987 -27.92389 -0.53123
H -1.75845 -26.73852 0.20354
C 3.46938 7.03278 3.05174
N 2.99287 7.67567 1.75811
C 2.97211 9.01218 1.70131
C 2.75945 9.70233 0.54296
C 2.56317 8.95627 -0.60768
C 2.66085 7.53716 -0.57199
C 2.92543 6.85807 0.65045
C 2.23434 9.61035 -1.87296
C 2.59989 10.85771 -2.19313
C 2.13806 11.48819 -3.33489
N 1.71312 10.68833 -4.36135
C 1.34171 9.43435 -4.08776
C 1.51136 8.86077 -2.82919
C 1.49735 11.30421 -5.69029
H 3.30934 5.96118 2.93280
H 2.79183 7.36572 3.83797
H 4.50768 7.29512 3.25474
H 3.10158 9.44755 2.68115
H 2.76925 10.77839 0.63461
H 2.56288 6.88022 -1.42360
H 3.11705 5.79713 0.71444
H 3.26905 11.42879 -1.56664
H 2.38486 12.52314 -3.52026
H 0.98646 8.84571 -4.92065
H 1.13917 7.86816 -2.62278
H 0.60427 11.92868 -5.66691
H 1.53374 10.41147 -6.31461
H 2.31710 11.95983 -5.98399
C 12.48970 4.84029 1.44424
N 11.30613 3.98281 1.06885
C 10.17879 4.61463 0.68833
C 9.02175 3.89233 0.31514
C 8.94993 2.50737 0.48958
C 10.16056 1.87715 0.89537
C 11.33596 2.65035 1.18938
C 7.72354 1.73913 0.23796
C 7.55471 0.39662 0.55105
C 6.30432 -0.23449 0.63617
N 5.18550 0.42181 0.18776
C 5.30272 1.70070 -0.20534
C 6.50762 2.40882 -0.14800
C 3.95927 -0.34994 -0.16334
H 12.62173 5.56146 0.63766
H 13.33133 4.14783 1.46042
H 12.20746 5.45644 2.29795
H 10.26059 5.68814 0.77363
H 8.21039 4.36415 -0.21915
H 10.25442 0.82474 1.11904
H 12.25386 2.32046 1.65311
H 8.44479 -0.19179 0.71820
H 6.18621 -1.24027 1.01147
H 4.44423 2.21975 -0.60531
H 6.47977 3.37182 -0.63612
H 3.25303 -0.06676 0.61713
H 4.09561 -1.42892 -0.09044
H 3.53464 0.00929 -1.10075
C -5.66177 6.21663 -5.92898
N -5.43003 5.20773 -4.89777
C -5.68115 3.90411 -5.13202
C -5.27491 2.99500 -4.14916
C -4.79764 3.39013 -2.87053
C -4.58606 4.74999 -2.72258
C -4.95647 5.62289 -3.69208
C -4.73178 2.36151 -1.71691
C -4.37719 2.82588 -0.44605
C -4.30346 1.87517 0.60732
N -4.79623 0.58920 0.47393
C -5.29189 0.17926 -0.68678
C -5.16823 1.01953 -1.82027
C -4.90585 -0.28880 1.62383
H -4.87018 6.96533 -5.89808
H -6.61205 6.72522 -5.76650
H -5.76773 5.76838 -6.91688
H -5.93577 3.69144 -6.15980
H -5.40030 1.94185 -4.35301
H -4.23372 5.11950 -1.77088
H -4.79240 6.67428 -3.50752
H -3.98534 3.82124 -0.29739
H -3.87519 2.05496 1.58234
H -5.46165 -0.88694 -0.71533
H -5.39038 0.64272 -2.80772
H -4.13961 -0.17233 2.39026
H -4.75648 -1.28533 1.20825
H -5.87456 -0.15137 2.10426
Cl -2.01321 1.37219 3.64224
Cl -0.33232 6.31889 -4.96637
Cl -0.00974 12.07393 1.51222
Cl -0.74308 -0.19698 -2.40061
Cl -2.08674 10.16408 -5.44075
Cl -0.10869 7.01938 3.88674
Cl 2.98261 3.03191 2.26516
```

***

2.
The following is a DFT calculation (ωB97M-V/def2-TZVPD) of the molecule CH2O4S at a distorted geometry.

## Properties
LUMO, eV: 0.315
Energy above the lowest of the compared OMol25 structures with the same formula, charge and spin, kcal/mol: 21.5
Orbital gap, Eh: 0.4178
E_HOMO, eV: -11.05
Spin multiplicity: 1

Geometry as XYZ:
```
8
CH2O4S ωB97M-V/def2-TZVPD
C 1.23393 0.72911 0.05553
O -1.18256 -1.61427 -0.38142
O -1.72784 0.33498 1.06373
O 0.00577 0.79601 -0.58032
O 1.66715 -0.17513 0.62604
S -1.55867 0.02939 -0.28257
H 1.79083 1.65194 -0.17970
H -0.22861 -1.75205 -0.32129
```

***

3.
The following is a DFT calculation (ωB97M-V/def2-TZVPD) of a structure of composition C3H4S2 at a distorted geometry.

## Properties
LUMO, eV: -0.564
Energy above the lowest of the compared OMol25 structures with the same formula, charge and spin, kcal/mol: 81.4
Orbital gap, Eh: 0.3090
E_HOMO, eV: -8.97
Spin multiplicity: 1

Geometry as XYZ:
```
9
C3H4S2 ωB97M-V/def2-TZVPD
C 2.04066 -0.15949 -0.07033
C 0.72724 0.01609 -0.31740
C -2.02050 -0.08092 0.03323
H 2.41807 0.89432 0.07884
H 2.79215 -1.15552 0.64594
H -0.03283 1.01311 -0.51645
H -1.72103 0.89136 0.39597
S -0.61113 -1.11978 -0.14624
S -3.59263 -0.29916 -0.10355
```

***

4.
The following is a DFT calculation (ωB97M-V/def2-TZVPD) of a structure of composition C35H35IN6O7SiTi at a distorted geometry.

## Properties
LUMO (spin up / spin down), eV: 4.184 / 4.192
Energy above the lowest of the compared OMol25 structures with the same formula, charge and spin, kcal/mol: 16.2
Orbital gap (spin up / spin down), Eh: 0.2081 / 0.2350
Expectation value of S²: 2.0253
Net charge: -2
E_HOMO (spin up / spin down), eV: -1.48 / -2.20
Spin multiplicity: 3

Geometry as XYZ:
```
86
C35H35IN6O7SiTi ωB97M-V/def2-TZVPD
Ti 0.57925 0.51729 -0.10093
C -3.62118 -2.02965 1.85151
N -2.98197 -1.00696 1.04760
C -3.41257 -1.09657 -0.34577
C -3.15958 0.32876 1.55589
C -4.44567 0.81999 1.78434
C -4.68562 2.14136 2.14068
C -3.59906 3.00412 2.22402
C -2.31716 2.51527 2.02705
C -2.04866 1.16523 1.75108
N -0.73415 0.69897 1.68386
C 0.10547 0.93981 2.75432
C -0.19386 1.61799 3.95044
C 0.77582 1.83783 4.92684
C 2.06907 1.37207 4.76865
C 2.35696 0.60117 3.64373
C 1.40223 0.35387 2.68355
N 1.60594 -0.60993 1.59693
C 0.83760 -1.84272 1.94474
C 3.00971 -0.99317 1.40389
H -4.72295 -1.96051 1.87242
H -3.36382 -3.01179 1.44485
H -3.25655 -1.97285 2.87830
H -3.22083 -2.10331 -0.71875
H -4.48883 -0.87856 -0.45963
H -2.84502 -0.39145 -0.95287
H -5.28258 0.14145 1.66444
H -5.69533 2.49067 2.32529
H -3.74497 4.05844 2.43230
H -1.47277 3.19387 2.07407
H -1.19287 1.99290 4.11997
H 0.50455 2.39668 5.81595
H 2.84155 1.58497 5.49701
H 3.35582 0.20220 3.52327
H 1.10142 -2.14980 2.96071
H -0.22976 -1.65139 1.87183
H 1.11884 -2.62234 1.24517
H 3.62738 -0.10776 1.28110
H 3.07870 -1.59815 0.50328
H 3.36937 -1.57998 2.25738
C 3.00975 -5.43459 -1.27267
C 1.85671 -5.33344 -0.50303
C 0.99844 -4.24944 -0.67236
C 1.23520 -3.23353 -1.61362
C 2.40033 -3.37953 -2.38457
C 3.27611 -4.44992 -2.21694
Si 0.07855 -1.68139 -1.80798
C -1.46378 -2.54058 -2.64445
C -1.98198 -3.80969 -2.35475
C -3.13152 -4.30075 -2.97440
C -3.80569 -3.53223 -3.91444
C -3.30595 -2.27316 -4.23435
C -2.15907 -1.79642 -3.61100
H 3.69235 -6.26574 -1.13538
H 1.62918 -6.09361 0.23737
H 0.11172 -4.19539 -0.04454
H 2.62384 -2.63051 -3.13739
H 4.16879 -4.51488 -2.82972
H 0.64235 -1.20477 -3.11165
H -1.47870 -4.44608 -1.63254
H -3.50080 -5.28810 -2.71725
H -4.70289 -3.90738 -4.39358
H -3.81407 -1.65850 -4.96998
H -1.79148 -0.80651 -3.87083
O 1.81627 6.79551 -3.74668
N 2.38714 6.68996 -2.67367
O 3.17541 7.51686 -2.24218
C 2.10059 5.50186 -1.86431
C 2.74258 5.35093 -0.67245
C 2.49309 4.22379 0.09372
C 1.59105 3.20201 -0.31258
O 1.36619 2.15744 0.35282
C 0.91170 3.44886 -1.57279
C 1.17695 4.56016 -2.33153
N -0.07101 2.56508 -2.06668
O -0.67169 2.80723 -3.13181
O -0.43513 1.47753 -1.36108
N 3.26280 4.12184 1.34935
O 3.82252 5.14350 1.74768
O 3.31440 3.05759 1.91854
H 3.44892 6.08607 -0.32649
H 0.66175 4.69378 -3.26796
I 4.33002 1.15281 -1.34119
C 2.32127 0.23717 -1.49339
H 2.62760 -0.78315 -1.71860
H 2.01626 0.65129 -2.45719
```